1.
{
  "formula": "C22H36BNO6PPd",
  "method": "the ωB97M-V functional and the def2-TZVPD basis",
  "fmax_ev_per_a": 0.80,
  "e_homo_ev": -4.51,
  "lumo_energy_ev": 2.453,
  "gap_ev": 6.964,
  "total_charge": -1,
  "relative_energy_ev": 0.752,
  "multiplicity": 1,
  "elements": ["Pd", "O", "C", "O", "C", "C", "C", "C", "C", "N", "C", "O", "O", "H", "H", "H", "C", "C", "C", "O", "B", "O", "C", "C", "C", "H", "H", "H", "H", "H", "H", "H", "H", "H", "H", "H", "H", "C", "C", "C", "P", "C", "C", "C", "C", "C", "C", "H", "H", "H", "H", "H", "H", "H", "H", "H", "H", "H", "H", "H", "H", "H", "H", "H", "H", "H", "H", "H"],
  "xyz": [[0.182, -0.348, -0.200], [1.777, 3.010, 2.506], [1.238, 2.153, 1.789], [1.610, 1.661, 0.699], [-0.089, 1.582, 2.347], [-0.527, 1.930, 3.617], [-1.712, 1.386, 4.086], [-2.446, 0.534, 3.278], [-1.939, 0.214, 2.028], [-0.782, 0.721, 1.595], [-2.679, -0.763, 1.096], [-3.890, -0.885, 1.302], [-1.942, -1.348, 0.253], [0.077, 2.617, 4.191], [-2.070, 1.636, 5.079], [-3.395, 0.109, 3.573], [1.193, -2.864, -4.739], [1.358, -1.529, -4.041], [2.693, -0.908, -4.423], [1.374, -1.777, -2.610], [0.613, -0.794, -1.996], [-0.027, 0.020, -2.904], [0.149, -0.545, -4.223], [-1.157, -1.243, -4.567], [0.413, 0.591, -5.193], [2.080, -3.475, -4.557], [1.087, -2.732, -5.819], [0.325, -3.405, -4.365], [3.492, -1.585, -4.117], [2.853, 0.045, -3.920], [2.767, -0.753, -5.502], [-1.395, -2.015, -3.834], [-1.128, -1.697, -5.560], [-1.960, -0.506, -4.545], [1.210, 1.238, -4.834], [-0.489, 1.196, -5.300], [0.684, 0.206, -6.179], [2.817, -4.332, 0.864], [2.108, -3.311, -0.029], [0.737, -3.867, -0.432], [1.964, -1.573, 0.588], [1.683, -1.553, 2.403], [2.849, -1.914, 3.323], [0.415, -2.339, 2.759], [3.624, -0.774, 0.386], [3.741, -0.075, -0.961], [4.842, -1.675, 0.596], [2.866, -5.293, 0.342], [2.261, -4.500, 1.788], [3.833, -4.048, 1.128], [2.696, -3.174, -0.944], [0.163, -4.163, 0.450], [0.868, -4.752, -1.062], [0.138, -3.139, -0.970], [1.465, -0.492, 2.557], [3.229, -2.920, 3.144], [2.506, -1.873, 4.361], [3.676, -1.210, 3.228], [0.623, -3.411, 2.820], [-0.386, -2.194, 2.030], [0.041, -2.017, 3.735], [3.606, 0.014, 1.146], [3.709, -0.798, -1.773], [4.693, 0.463, -1.014], [2.932, 0.645, -1.091], [4.898, -2.449, -0.175], [4.860, -2.165, 1.567], [5.753, -1.076, 0.513]],
  "forces_ev_per_a": [[-0.153, -0.107, 0.740], [0.074, -0.074, -0.120], [-0.153, -0.044, 0.153], [0.197, 0.219, 0.033], [-0.133, -0.029, 0.009], [-0.060, 0.038, -0.020], [-0.034, 0.057, 0.096], [-0.023, 0.064, -0.052], [0.030, 0.104, -0.094], [0.302, -0.282, 0.261], [0.094, 0.058, 0.199], [0.070, -0.126, -0.069], [-0.255, 0.146, -0.291], [-0.004, -0.004, -0.001], [0.004, 0.002, 0.007], [0.008, -0.003, 0.005], [0.016, -0.108, -0.085], [-0.103, 0.025, 0.249], [0.111, 0.003, 0.073], [-0.057, 0.210, -0.602], [0.446, -0.549, 0.034], [0.153, 0.051, -0.404], [-0.054, 0.032, 0.177], [-0.089, -0.095, -0.034], [-0.043, 0.048, -0.110], [-0.020, 0.005, 0.002], [0.010, 0.006, 0.022], [0.017, 0.026, -0.005], [0.010, -0.004, -0.015], [-0.028, -0.010, 0.017], [-0.008, -0.015, 0.031], [0.017, 0.028, -0.002], [0.006, 0.025, 0.004], [0.006, -0.021, 0.020], [0.006, -0.023, -0.012], [0.007, -0.016, 0.029], [-0.023, 0.009, 0.010], [0.037, -0.014, 0.051], [-0.023, -0.128, -0.084], [-0.022, -0.072, 0.138], [-0.184, 0.586, -0.520], [-0.143, -0.057, 0.160], [0.013, -0.001, 0.047], [-0.005, -0.061, 0.010], [0.090, -0.047, 0.100], [-0.058, 0.129, -0.099], [0.050, -0.002, 0.018], [-0.009, 0.031, -0.003], [-0.001, 0.007, -0.032], [-0.010, 0.011, -0.003], [-0.053, -0.011, 0.001], [0.035, 0.002, -0.013], [0.011, 0.011, 0.026], [-0.021, 0.003, -0.011], [0.012, -0.002, 0.004], [-0.026, 0.003, 0.014], [0.000, 0.017, -0.022], [-0.013, -0.008, -0.023], [0.001, 0.025, 0.007], [0.038, 0.039, -0.008], [0.025, -0.015, 0.000], [-0.041, -0.030, 0.032], [0.024, -0.069, -0.100], [-0.029, -0.025, -0.001], [0.016, 0.003, 0.048], [-0.022, 0.017, -0.004], [-0.015, 0.007, 0.010], [-0.023, 0.008, -0.002]],
  "mulliken_charge": [0.39, -0.80, 0.15, -0.50, 0.31, -0.51, -0.28, -0.64, 0.42, 0.05, 0.20, -0.77, -0.53, 0.54, 0.41, 0.51, -2.01, 1.62, -2.18, 0.40, -0.23, -0.38, 1.79, -2.06, -1.89, 0.46, 0.36, 0.35, 0.48, 0.35, 0.42, 0.31, 0.35, 0.53, 0.35, 0.45, 0.34, -1.65, 1.37, -1.51, 0.25, 1.86, -1.70, -1.92, 0.71, -1.56, -1.85, 0.47, 0.21, 0.33, 0.22, 0.34, 0.46, 0.04, -0.56, 0.23, 0.51, 0.36, 0.28, 0.23, 0.48, 0.59, 0.16, 0.57, 0.21, 0.31, 0.33, 0.47]
}

2.
{
  "formula": "C8H8OS2",
  "method": "the ωB97M-V functional and the def2-TZVPD basis",
  "fmax_ev_per_a": 0.91,
  "e_homo_ev": [-6.87, -8.87],
  "lumo_energy_ev": [-0.230, 0.373],
  "gap_ev": [6.642, 9.247],
  "relative_energy_ev": 3.962,
  "multiplicity": 1,
  "elements": ["C", "C", "C", "C", "C", "C", "C", "C", "O", "S", "S", "H", "H", "H", "H", "H", "H", "H", "H"],
  "xyz": [[-0.484, -2.570, 1.216], [-1.316, -2.607, 0.109], [0.295, -1.459, 1.485], [-1.365, -1.522, -0.761], [0.230, -0.355, 0.634], [-0.595, -0.439, -0.450], [1.099, 0.856, 0.935], [0.374, 2.360, -0.726], [0.510, 2.088, 0.576], [1.783, 2.114, -1.789], [-0.710, 3.708, -0.997], [-0.439, -3.420, 1.882], [-1.930, -3.476, -0.082], [0.958, -1.443, 2.340], [-1.997, -1.542, -1.636], [1.281, 0.932, 2.009], [2.064, 0.740, 0.419], [1.186, 2.606, -2.877], [-0.945, 3.428, -2.288]],
  "forces_ev_per_a": [[0.047, -0.256, 0.188], [-0.013, 0.002, -0.064], [-0.103, 0.139, -0.275], [-0.184, -0.048, -0.124], [0.253, 0.424, 0.241], [0.264, 0.586, 0.018], [0.323, -0.492, 0.033], [-0.355, -0.624, -0.557], [-0.038, 0.369, 0.202], [0.189, -0.031, 0.179], [-0.138, 0.118, 0.082], [-0.023, -0.061, 0.027], [-0.028, -0.084, -0.017], [0.008, 0.004, 0.122], [-0.085, -0.014, -0.079], [0.015, -0.048, -0.174], [-0.094, 0.061, 0.144], [-0.037, -0.022, -0.002], [0.001, -0.022, 0.056]],
  "mulliken_charge": [-0.55, -0.33, -0.55, -0.84, 1.33, -0.11, -0.92, 0.34, -0.36, -0.18, -0.16, 0.36, 0.37, 0.32, 0.38, 0.36, 0.33, 0.12, 0.10]
}